[1]
A cluster of 11 separate species, C42H82F9N12O12S2 in total in a non-equilibrium geometry, computed with ωB97M-V with the def2-TZVPD basis set.

## Properties
Total charge   +5
Gap between HOMO and LUMO   2.6 eV

CARTESIAN COORDINATES (ANGSTROEM)
C 0.4575 -2.2957 0.4175
O 0.6124 -1.2343 1.3936
O -0.1507 -3.3523 1.1377
C -0.3669 -1.7074 -0.7786
F -1.6017 -1.3193 -0.3945
F 0.2418 -0.6135 -1.3462
F -0.5663 -2.5757 -1.8069
C 1.6887 -0.3601 1.2837
C 1.4101 1.0293 1.6251
H 2.2295 1.6520 1.2661
H 0.5319 1.2963 1.0373
H 1.2007 1.0745 2.6938
H 2.3035 -0.3515 0.3836
H 2.4001 -0.6278 2.0649
H 1.4532 -2.5266 0.0389
C -4.8860 -6.7320 3.7326
C -6.0699 -6.4490 2.8074
O -7.2032 -6.7405 3.1956
N -5.8837 -5.3999 1.6796
H -5.6734 -4.5595 2.1989
H -4.9827 -5.3952 1.2232
C -7.0348 -5.3626 0.6619
H -5.2391 -6.5304 4.7439
H -3.9269 -6.2876 3.4667
H -4.6723 -7.8003 3.7682
H -6.9356 -6.3347 0.1791
H -6.7096 -4.6518 -0.0978
H -8.0072 -5.0986 1.0778
C 0.1845 -10.8975 -0.9605
C 0.8169 -9.7771 -0.1355
O 1.7937 -9.1195 -0.4032
N 0.0888 -9.4949 1.1436
H 0.0569 -8.4855 1.1516
H -0.8450 -9.8727 1.0703
C 0.9358 -10.0546 2.2981
H -0.8964 -10.8104 -0.8503
H 0.4607 -11.9365 -0.7808
H 0.3259 -10.7395 -2.0297
H 1.1144 -11.1141 2.1145
H 0.3447 -9.8809 3.1973
H 1.8485 -9.4616 2.3563
C 7.5959 6.5562 1.6375
C 8.2154 6.8840 0.3024
O 8.3140 6.0899 -0.5748
N 8.6119 8.3243 0.0624
H 7.9026 8.8398 -0.4388
H 8.6005 8.8636 0.9163
C 9.9607 8.3688 -0.6690
H 6.9970 5.6479 1.7033
H 6.8727 7.2910 1.9912
H 8.4212 6.4080 2.3339
H 9.8239 8.6851 -1.7031
H 10.5754 7.4816 -0.5171
H 10.3729 9.2764 -0.2281
C 3.2432 -4.3724 5.2338
C 2.4286 -3.4047 5.9762
O 2.8164 -2.7999 6.9419
N 0.9138 -3.4466 5.6706
H 0.8602 -3.5006 4.6635
H 0.5512 -4.3537 5.9271
C 0.1045 -2.2875 6.2552
H 3.0204 -5.4229 5.4202
H 4.3128 -4.2035 5.3587
H 3.0543 -4.1659 4.1803
H 0.6675 -1.3624 6.3785
H -0.2835 -2.6771 7.1964
H -0.6860 -2.2096 5.5088
C 2.2507 -5.1324 -9.1814
C 1.9822 -5.6559 -7.7592
N 2.9609 -5.1672 -6.7609
C 2.9088 -5.2420 -5.3961
C 4.0135 -4.7515 -4.7603
N 4.7828 -4.2385 -5.8286
C 4.1477 -4.5491 -7.0541
C 6.0747 -3.6590 -5.8146
H 1.6477 -5.6993 -9.8907
H 3.2673 -5.2961 -9.5392
H 1.9423 -4.0958 -9.3169
H 2.0884 -6.7391 -7.7005
H 1.0138 -5.4833 -7.2896
H 2.0463 -5.7106 -4.9456
H 4.1752 -4.6733 -3.6954
H 4.5060 -4.1642 -7.9975
H 6.7443 -4.3599 -6.3132
H 6.5046 -3.5587 -4.8180
H 6.0533 -2.7288 -6.3824
C 2.3942 5.8806 -2.4577
C 1.0506 6.6462 -2.0765
N 1.3303 7.6873 -1.0781
C 1.4616 7.4899 0.3031
C 1.7488 8.7219 0.9312
N 1.6064 9.7497 -0.0029
C 1.4933 9.0488 -1.2046
C 1.6559 11.1888 0.1618
H 2.8876 5.4626 -1.5804
H 3.1346 6.3584 -3.0993
H 2.0872 4.9629 -2.9595
H 0.2106 6.0080 -1.8023
H 0.5899 7.1647 -2.9174
H 1.4485 6.4836 0.6952
H 1.8936 8.8986 1.9867
H 1.6551 9.5706 -2.1362
H 2.3589 11.4242 0.9609
H 0.6864 11.5440 0.5109
H 1.9804 11.6096 -0.7900
C -4.6771 -0.6536 -7.5668
C -4.6404 -1.0325 -6.1067
N -5.8529 -0.7407 -5.4124
C -6.9987 -1.5720 -5.2663
C -7.9445 -0.8555 -4.5848
N -7.4296 0.4447 -4.3717
C -6.0911 0.4607 -4.7956
C -8.1424 1.6647 -3.9191
H -4.8975 0.4115 -7.6374
H -5.4288 -1.2005 -8.1360
H -3.7375 -0.8423 -8.0860
H -3.7698 -0.6158 -5.6003
H -4.4326 -2.0950 -5.9806
H -7.0713 -2.5586 -5.6998
H -8.9880 -1.0627 -4.3985
H -5.3776 1.2713 -4.8145
H -8.9627 1.4802 -3.2255
H -8.5577 2.3186 -4.6859
H -7.4375 2.3185 -3.4054
C -4.7790 2.5130 2.4686
C -5.9561 2.5155 1.4217
N -6.9563 3.5820 1.7142
C -6.8542 5.0132 1.6781
C -8.1318 5.5329 1.9739
N -8.9513 4.4273 2.3105
C -8.2143 3.2542 2.1450
C -10.3509 4.5496 2.8279
H -4.1321 1.6940 2.1540
H -5.0610 2.3850 3.5137
H -4.1283 3.3873 2.4512
H -6.4094 1.5252 1.4650
H -5.5110 2.7199 0.4479
H -5.9417 5.4972 1.3626
H -8.5042 6.5465 1.9904
H -8.6881 2.2902 2.2571
H -10.6135 3.6485 3.3821
H -11.0512 4.7428 2.0153
H -10.4924 5.4946 3.3524
C 8.4038 -0.7683 2.6319
F 9.6130 -0.8850 3.1760
F 7.4190 -0.9493 3.5410
F 8.2711 0.4428 1.9649
S 8.1740 -2.1941 1.3442
O 8.6082 -3.4074 2.0280
O 6.7526 -2.2062 1.0329
O 8.9843 -1.7862 0.2345
C 2.8497 5.9974 9.3697
F 2.0038 7.0552 9.6592
F 4.1193 6.4564 9.1879
F 2.8179 5.0565 10.3282
S 2.1361 5.1475 7.7262
O 1.7509 6.2890 6.8449
O 3.2800 4.3940 7.1517
O 1.0803 4.2901 8.1884

***

[2]
A cluster of 14 separate species, C42H84O42 in total in a non-equilibrium geometry, computed with ωB97M-V with the def2-TZVPD basis set.

## Properties
ΔE to the lowest compared entry with this formula, charge and spin   47.52 kcal per mole
Total charge   0
Gap between HOMO and LUMO   11.0 eV

CARTESIAN COORDINATES (ANGSTROEM)
C -2.0339 -0.9459 1.4383
O -1.2862 -0.7872 0.2529
C -0.0445 -0.3482 0.2873
O 0.6594 -0.3605 1.2554
O 0.2673 0.0942 -0.9328
C 1.6392 0.2322 -1.2749
H -1.7317 -1.8486 1.9772
H -3.0929 -1.0244 1.2199
H -1.8614 -0.1220 2.1350
H 1.7470 0.8817 -2.1428
H 2.1463 -0.7168 -1.4319
H 2.1485 0.8329 -0.5169
C -2.7664 3.3835 2.0141
O -2.0528 3.8578 0.8991
C -2.0454 5.1460 0.5460
O -2.5068 6.0706 1.1485
O -1.4188 5.1441 -0.6211
C -1.0326 6.3459 -1.2664
H -2.3652 3.8289 2.9298
H -2.6770 2.3109 2.1535
H -3.8299 3.6292 2.0270
H -0.2746 6.8721 -0.6837
H -1.9227 6.9758 -1.3360
H -0.6242 6.2228 -2.2659
C 1.5604 -1.7873 3.5390
O 1.7740 -2.7230 4.5869
C 2.4606 -3.8340 4.3417
O 3.0974 -4.0672 3.3480
O 2.3006 -4.6427 5.3727
C 3.0534 -5.8402 5.4448
H 2.3332 -1.0203 3.5287
H 0.5259 -1.4723 3.6053
H 1.6719 -2.2393 2.5499
H 3.2878 -6.3419 4.5077
H 2.5067 -6.5339 6.0779
H 4.0080 -5.6407 5.9339
C -2.7905 0.1506 5.9118
O -2.2281 0.9427 4.8893
C -0.9173 1.0604 4.8506
O -0.0992 0.5464 5.5633
O -0.6114 1.8045 3.7782
C 0.7249 2.0786 3.3923
H -3.8269 -0.1236 5.7117
H -2.7957 0.6475 6.8811
H -2.3179 -0.8275 6.0115
H 0.7848 1.8170 2.3395
H 1.5175 1.6834 4.0248
H 0.8128 3.1683 3.4870
C -5.7480 2.5177 4.8933
O -6.0649 1.1434 4.6683
C -5.7889 0.6682 3.4589
O -5.0446 1.1634 2.6590
O -6.4564 -0.4684 3.3078
C -5.8341 -1.3357 2.3490
H -5.7782 2.6767 5.9695
H -6.5180 3.1327 4.4322
H -4.7570 2.8460 4.5844
H -6.3287 -2.2920 2.5018
H -4.7895 -1.5096 2.5985
H -5.8881 -1.0122 1.3120
C -5.7159 -4.0781 5.9011
O -4.3874 -3.8921 6.2811
C -3.5240 -3.4867 5.3568
O -3.8286 -2.8905 4.3521
O -2.2977 -3.8424 5.6738
C -1.2752 -3.4752 4.7264
H -6.3175 -3.1754 5.7905
H -6.2603 -4.7259 6.5936
H -5.8853 -4.6900 5.0070
H -0.3965 -4.0604 4.9601
H -1.1379 -2.4097 4.9272
H -1.6287 -3.5433 3.7006
C 2.4575 4.4936 -6.4298
O 1.3088 4.6550 -5.5896
C 0.7930 3.5922 -5.0130
O 1.1040 2.4539 -5.2242
O -0.1522 3.9936 -4.1556
C -0.7417 2.9459 -3.4031
H 3.3463 4.2805 -5.8286
H 2.4925 5.4812 -6.8815
H 2.4809 3.6740 -7.1471
H -0.8822 2.0242 -3.9621
H -1.5825 3.3377 -2.8302
H -0.1328 2.6548 -2.5339
C -2.9899 0.3796 -2.0208
O -3.7549 0.0257 -3.1682
C -3.1352 -0.1863 -4.3160
O -1.9479 -0.1926 -4.5116
O -4.0825 -0.4117 -5.2196
C -3.6536 -0.6339 -6.5568
H -3.6476 0.4888 -1.1657
H -2.3935 1.2844 -2.1469
H -2.2474 -0.3968 -1.8490
H -4.5115 -0.8083 -7.1974
H -3.0369 -1.5357 -6.5824
H -3.0427 0.2049 -6.8887
C -3.6033 -4.7616 1.6936
O -3.7964 -6.1413 1.4550
C -4.5665 -6.8043 2.2857
O -5.1108 -6.3740 3.2730
O -4.6121 -8.0733 1.8731
C -5.6997 -8.8735 2.3577
H -2.8503 -4.3128 1.0502
H -3.3725 -4.6599 2.7524
H -4.4437 -4.0722 1.5604
H -6.4089 -8.9594 1.5334
H -6.2856 -8.3868 3.1354
H -5.2927 -9.8251 2.6771
C 0.7451 -5.4210 -4.0450
O 1.5880 -4.5563 -3.2751
C 1.1139 -4.0583 -2.1395
O -0.0294 -3.8032 -1.8785
O 2.1737 -3.8616 -1.3499
C 1.9745 -3.4196 -0.0210
H 1.3423 -5.7031 -4.9064
H -0.2046 -4.9762 -4.3294
H 0.5748 -6.3228 -3.4560
H 1.0596 -3.8487 0.3945
H 1.8539 -2.3423 0.1026
H 2.8046 -3.7426 0.6016
C 3.9405 4.3414 2.5878
O 3.7706 2.9441 2.4139
C 4.4207 2.2853 1.4798
O 5.3090 2.6520 0.7476
O 3.9607 1.0437 1.4959
C 4.6266 0.0179 0.7849
H 3.8161 4.8581 1.6373
H 4.8668 4.5902 3.1032
H 3.1655 4.7414 3.2421
H 5.7053 0.1554 0.8772
H 4.3443 -0.0425 -0.2645
H 4.3980 -0.9183 1.2923
C 4.7334 2.3686 -3.5659
O 5.5712 3.4886 -3.3370
C 6.2240 3.9509 -4.4043
O 5.9611 3.6643 -5.5449
O 7.1507 4.7904 -4.0295
C 8.0006 5.4069 -4.9621
H 4.3507 1.9515 -2.6366
H 5.3319 1.5365 -3.9412
H 3.8512 2.5331 -4.1805
H 7.4667 6.2263 -5.4475
H 8.4060 4.7056 -5.6908
H 8.8500 5.8582 -4.4525
C 1.2411 3.4961 0.1337
O 1.7000 4.6633 -0.4886
C 2.3416 4.5924 -1.6563
O 2.4131 3.5695 -2.2844
O 2.7565 5.8031 -1.9726
C 3.2062 6.0917 -3.2747
H 1.0827 3.6848 1.1936
H 1.9138 2.6367 0.1316
H 0.2971 3.1513 -0.2902
H 4.0580 5.4871 -3.5946
H 3.5041 7.1354 -3.3036
H 2.4630 5.9180 -4.0519
C 3.9873 -3.1302 -6.3617
O 4.3748 -2.2810 -5.2993
C 3.4874 -1.5743 -4.6017
O 3.7823 -0.7547 -3.7824
O 2.2405 -1.8822 -4.9267
C 1.1857 -1.1123 -4.3669
H 4.9095 -3.4718 -6.8314
H 3.4048 -2.6005 -7.1126
H 3.5069 -4.0455 -6.0144
H 1.3499 -0.0389 -4.4661
H 1.0788 -1.3627 -3.3121
H 0.2692 -1.3711 -4.8882

***

The following HOMO level values (in eV) correspond, in order, to the records above: -12.14, -10.45.
The following electronic energy values (in eV) correspond, in order, to the records above: -133405.732, -130909.936.